[1]
The following is a quantum chemistry calculation of a structure of composition C45H106Br9N3O3 in a non-equilibrium geometry, from OMol25.

Calculated values
lowest unoccupied orbital energy (spin up / spin down) = 0.557 / 0.557 eV
net charge = -1
frontier orbital gap (spin up / spin down) = 2.18 / 6.44 eV
spin multiplicity = 2

```
166
C45H106Br9N3O3, DFT ωB97M-V with the def2-TZVPD basis set
C 4.22856 -1.11069 -0.75020
Br 3.32805 -2.92182 -1.14400
Br 5.75351 -0.69034 -1.86807
Br 4.94249 -0.98139 1.13750
H 3.46943 -0.33313 -0.83505
C -1.69600 -4.39472 4.23297
Br -0.99290 -4.54563 6.08539
Br -1.20629 -2.67328 3.43924
Br -3.65465 -4.67722 4.11401
H -1.10782 -5.10177 3.64797
C -5.99993 3.47755 -3.49205
Br -4.47154 2.30518 -3.04761
Br -6.32368 4.84578 -2.05118
Br -7.62937 2.35024 -3.89101
H -5.87300 4.03898 -4.41767
C -5.53129 -0.01377 5.00486
C -4.86021 -0.85852 3.96337
C -5.63294 -0.72462 2.64662
C -5.73911 0.62366 1.97358
C -4.38868 1.21589 1.45245
C -4.55098 2.63165 0.78670
H -4.96113 0.09403 5.92758
H -6.48677 -0.44239 5.30725
H -5.69671 0.99148 4.61732
H -3.79419 -0.72116 3.78220
H -4.91774 -1.88734 4.31878
H -6.64582 -1.01397 2.92671
H -5.33301 -1.42532 1.86741
H -6.31733 0.47262 1.06203
H -6.29442 1.30422 2.61899
H -3.60574 1.33438 2.20149
H -3.98898 0.60034 0.64657
H -5.25803 2.58031 -0.04128
H -4.84897 3.36468 1.53636
H -3.56540 2.96363 0.46032
C 2.90590 -5.95481 1.66958
C 2.22526 -4.77767 2.32447
C 3.14515 -3.98984 3.29962
C 2.33571 -3.28160 4.38661
C 3.19641 -2.35081 5.35732
C 3.60801 -0.98302 4.83370
H 3.04433 -6.79773 2.34665
H 3.85751 -5.71175 1.19688
H 2.28930 -6.37471 0.87485
H 2.00387 -4.10626 1.49484
H 1.25294 -4.94998 2.78600
H 3.72011 -3.22908 2.77164
H 3.79353 -4.71594 3.79001
H 1.75527 -2.57271 3.79613
H 1.57475 -3.89581 4.86805
H 2.68231 -2.24935 6.31309
H 4.11985 -2.88761 5.57458
H 3.93908 -0.34972 5.65676
H 4.37510 -0.84686 4.07137
H 2.71232 -0.47966 4.46973
C 0.42918 -5.79803 -2.36189
C -0.06400 -4.34546 -2.54249
C 0.80667 -3.55778 -3.61305
C 0.57257 -1.98988 -3.51275
C 1.41503 -1.18321 -4.55002
C 2.88035 -0.85637 -4.04903
H 0.55995 -6.36671 -3.28254
H -0.16584 -6.37090 -1.65063
H 1.44487 -5.94525 -1.99476
H -1.10437 -4.19179 -2.82902
H 0.02847 -3.82307 -1.59031
H 0.59636 -3.90601 -4.62429
H 1.86358 -3.77443 -3.45769
H -0.47983 -1.72021 -3.60122
H 0.87048 -1.60681 -2.53673
H 1.42013 -1.75707 -5.47671
H 0.95672 -0.22266 -4.78534
H 3.34672 -0.24630 -4.82260
H 2.81879 -0.27908 -3.12652
H 3.40507 -1.80236 -3.91528
C 2.25343 4.53590 -8.23278
C 1.98513 3.07681 -7.91232
C 2.08670 2.59894 -6.41585
C 1.13952 3.36188 -5.54836
C 1.31496 3.16951 -4.03606
C 0.37251 4.07059 -3.28014
H 1.36183 5.02291 -7.83782
H 2.31002 4.70916 -9.30743
H 3.16271 4.83551 -7.71167
H 1.04204 2.73939 -8.34225
H 2.70929 2.51428 -8.50161
H 3.09778 2.75016 -6.03777
H 1.99182 1.51387 -6.37444
H 1.09728 4.44696 -5.64283
H 0.15349 2.97694 -5.80845
H 1.22641 2.10759 -3.80677
H 2.35255 3.41900 -3.81411
H 0.74589 5.06874 -3.05125
H -0.59720 4.15776 -3.77020
H 0.23131 3.57201 -2.32120
C -3.48285 -8.54730 0.30094
C -3.27556 -7.32403 -0.52239
C -3.21449 -6.04509 0.34917
C -3.33863 -4.74058 -0.41125
C -2.93655 -3.54377 0.35746
C -3.00347 -2.21240 -0.45804
H -3.60417 -9.47175 -0.26366
H -4.26064 -8.48885 1.06233
H -2.59301 -8.71214 0.90847
H -2.40326 -7.40968 -1.17036
H -4.09619 -7.20632 -1.23006
H -2.25472 -6.07109 0.86517
H -3.95529 -6.13265 1.14394
H -2.88926 -4.72354 -1.40417
H -4.38395 -4.59271 -0.68244
H -3.52674 -3.33306 1.24931
H -1.92522 -3.70217 0.73194
H -2.19223 -2.19979 -1.18592
H -3.95982 -2.01912 -0.94399
H -2.89302 -1.34005 0.18610
C 0.01532 3.97005 2.68095
C -0.55262 4.90687 1.61238
C 0.01355 6.40669 1.77323
O -0.55608 6.87681 3.02707
C -0.19253 8.23181 3.28511
N -0.08296 4.29840 0.31602
H 1.09518 3.82962 2.63322
H -0.24366 2.92594 2.50519
H -0.33260 4.33969 3.64553
H -1.64252 4.89121 1.61323
H -0.28868 7.08141 0.97228
H 1.10189 6.35739 1.80786
H 0.87337 8.42104 3.41217
H -0.53414 8.41140 4.30451
H -0.56320 9.00058 2.60709
H -0.50938 4.75188 -0.47935
H -0.43276 3.35097 0.30547
C 1.08615 -0.89805 1.27302
C 0.75419 0.21994 0.33465
C -0.68077 0.74005 0.65030
O -1.08961 1.75124 -0.20684
C -1.32751 1.32141 -1.60162
N 1.76035 1.23145 0.49989
H 0.60199 -1.82623 0.96944
H 0.68004 -0.70718 2.26637
H 2.15250 -1.04420 1.44521
H 0.82474 -0.17535 -0.67870
H -0.63287 1.11136 1.67398
H -1.39778 -0.08078 0.66508
H -1.91993 0.43181 -1.81548
H -0.32766 1.16930 -2.00814
H -1.71470 2.18594 -2.14087
H 1.57963 1.93480 -0.20208
H 1.51755 1.64787 1.38744
C 4.86380 4.25920 3.01972
C 4.06213 3.37396 1.96779
C 4.85695 2.80352 0.76792
O 5.29836 3.70546 -0.20835
C 4.31920 4.40595 -0.81207
N 3.55882 2.23654 2.74457
H 5.37552 5.09069 2.53510
H 5.64671 3.74868 3.58054
H 4.11813 4.65811 3.70744
H 3.15331 3.89587 1.66821
H 4.30424 2.04887 0.20836
H 5.77130 2.28400 1.05454
H 3.59694 3.71813 -1.25176
H 4.60222 5.11806 -1.58727
H 3.77431 5.06077 -0.13205
H 3.09164 1.62196 2.09330
H 4.23654 1.64405 3.20256
```

Löwdin population analysis, charges in e, atoms 1 to 2: atom 1 (C): -1.51, atom 2 (Br): 0.38

---

[2]
The following is a quantum chemistry calculation of a cluster of 2 separate species, C4H7NS in total in a non-equilibrium geometry, from OMol25.

Calculated values
lowest unoccupied orbital energy = -0.866 eV
SMILES = C#CC.CN=S
frontier orbital gap = 7.33 eV
spin multiplicity = 1
ΔE to the lowest compared entry with this formula, charge and spin = 443.6 kJ/mol

```
13
C4H7NS, DFT ωB97M-V with the def2-TZVPD basis set
C -0.28547 0.03107 -2.00702
C 0.84071 -0.23774 -1.71100
C 2.34738 -0.28909 -1.61839
C -1.82862 -0.02296 0.95391
N -2.21069 1.16670 0.23091
S -2.57589 2.40390 0.99214
H -1.43411 0.08451 -2.08764
H 2.54745 -0.66619 -0.57531
H 2.68027 -1.16609 -2.17029
H 2.77156 0.58844 -2.05467
H -1.23554 -0.63314 0.27869
H -1.31454 0.17540 1.91603
H -2.71631 -0.53141 1.31283
```

Löwdin population analysis, charges in e, atoms 1 to 2: atom 1 (C): 0.03, atom 2 (C): -0.20

---

[3]
The following is a quantum chemistry calculation of a cluster of 3 separate species, C25H54O9S in total in a non-equilibrium geometry, from OMol25.

Calculated values
lowest unoccupied orbital energy = 0.293 eV
SMILES = CCCCCCCCCCCCOC(=O)OS.COCCOCCOC.COCCOCCOC
frontier orbital gap = 9.53 eV
spin multiplicity = 1

```
89
C25H54O9S, DFT ωB97M-V with the def2-TZVPD basis set
C 1.69455 1.98178 -1.70819
C 0.12813 2.09979 -1.37415
C -0.73290 2.79008 -2.56988
C -1.91237 3.59691 -1.85439
C -2.86299 4.41487 -2.84795
C -3.76884 5.39925 -1.93116
C -5.32395 4.93646 -2.04133
C -6.18532 5.37931 -0.77119
C -7.69217 4.79906 -0.74252
C -8.00692 3.79182 -1.93805
C -9.46062 3.09800 -1.83309
C -9.68386 2.38204 -3.26507
O -10.86687 1.54827 -3.31037
C -10.61709 0.24630 -2.89112
O -9.52045 -0.30675 -2.78040
O -11.79243 -0.54351 -2.61574
S -11.80536 -0.81183 -0.93712
H 2.24858 2.33423 -0.76463
H 1.98597 2.68545 -2.54947
H 1.95448 0.89390 -1.89574
H -0.34801 1.10784 -1.05556
H 0.01959 2.79625 -0.47522
H -1.10310 1.93058 -3.22529
H -0.05016 3.45734 -3.18577
H -2.56251 2.83449 -1.31742
H -1.45528 4.34100 -1.11616
H -2.26725 5.00315 -3.63495
H -3.51154 3.66380 -3.42592
H -3.65468 6.48338 -2.24545
H -3.47535 5.21363 -0.84217
H -5.72548 5.43842 -2.98879
H -5.27778 3.80146 -2.18754
H -6.14622 6.52356 -0.67940
H -5.65280 4.98915 0.16969
H -7.85521 4.29660 0.26468
H -8.38441 5.70267 -0.79144
H -7.92240 4.35256 -2.92144
H -7.23700 2.94517 -1.89508
H -10.25854 3.89844 -1.63853
H -9.44872 2.35155 -0.97771
H -9.88664 3.25334 -3.98783
H -8.73710 1.88506 -3.65514
H -11.36574 0.34916 -0.31748
C 5.16035 -0.97430 4.72244
O 5.58955 -0.54747 3.44450
C 4.63696 -0.84932 2.43052
C 4.81396 0.08195 1.23804
O 4.23735 1.37203 1.44214
C 4.94591 2.23893 2.32911
C 6.23244 2.78993 1.72787
O 7.27474 1.82449 1.81044
C 8.30060 2.06078 0.86737
H 5.01898 -2.06011 4.74064
H 5.93020 -0.70501 5.44718
H 4.23210 -0.46648 5.00265
H 3.61713 -0.75285 2.81895
H 4.80792 -1.88523 2.11546
H 4.26669 -0.34781 0.39396
H 5.85807 0.16026 0.93195
H 5.11876 1.76011 3.29344
H 4.27049 3.08039 2.50782
H 6.55116 3.67508 2.29125
H 6.05430 3.07193 0.68269
H 7.90093 2.00375 -0.15113
H 9.05707 1.28366 0.98296
H 8.76433 3.03693 1.03578
C 2.82945 -9.73737 1.43108
O 3.63014 -8.62860 1.07160
C 3.19964 -8.02812 -0.14525
C 3.65187 -6.57493 -0.21266
O 2.82842 -5.69414 0.55236
C 2.98814 -5.76259 1.97004
C 4.29022 -5.13996 2.45691
O 5.37399 -6.04304 2.27366
C 6.62208 -5.38062 2.23150
H 2.88062 -10.51676 0.66378
H 3.20906 -10.14028 2.37127
H 1.79187 -9.42487 1.58533
H 2.10853 -8.07331 -0.23209
H 3.65200 -8.59108 -0.97000
H 3.54707 -6.23995 -1.24866
H 4.70395 -6.46172 0.05243
H 2.86440 -6.78384 2.33171
H 2.16085 -5.17665 2.38049
H 4.21539 -4.92189 3.52922
H 4.47409 -4.20650 1.91066
H 6.65216 -4.67996 1.38968
H 7.40157 -6.12883 2.08299
H 6.81132 -4.85059 3.16941
```

Löwdin population analysis, charges in e, atoms 1 to 2: atom 1 (C): -0.12, atom 2 (C): -0.26

---

Across the entries above, energy takes the values -25334.111775; -609.389522; -2060.034704 Eh, respectively.